Entry from the OMol25 dataset: a structure of composition C18H24F5InN8OTe (wB97M-V/def2-TZVPD).

Values from the calculation:
**Total energy**: -59067.41766 eV
**Energy relative to the best compared isomer or geometry (same formula, charge and spin)**: 3.4 kcal/mol
**E_HOMO**: -13.8 eV
**Total charge**: +2

```
58
Properties=species:S:1:pos:R:3:forces:R:3
N -2.422 0.322 1.365 -0.374 0.052 0.013
H 6.318 2.291 0.557 -0.066 -0.107 0.088
H -2.080 -0.171 -3.516 0.152 -0.059 -0.084
In -0.829 0.030 -0.297 0.269 -0.725 0.160
N 0.189 -0.320 1.722 0.057 -0.080 -0.099
C -2.037 -0.254 2.523 0.069 0.136 -0.339
C 4.375 -0.796 1.876 -0.190 -0.267 0.109
C -2.928 -0.473 3.553 -0.182 -0.110 0.309
C -2.895 1.434 -2.347 0.297 -0.040 0.183
H -4.961 -0.228 4.207 0.122 0.053 -0.100
C 5.776 1.430 0.940 0.195 0.215 -0.180
F 1.098 1.861 -2.120 -0.159 0.602 0.383
C 5.743 -0.754 1.968 0.196 -0.014 -0.013
F 2.439 1.211 -4.083 0.205 0.146 -0.408
H 1.866 3.194 -0.349 0.034 0.030 -0.010
C 4.391 1.377 0.855 -0.017 0.450 -0.199
C 6.444 0.365 1.499 0.108 -0.072 0.101
C -4.243 -0.056 3.411 -0.152 -0.057 0.117
H -1.452 -2.331 -2.591 0.029 0.048 -0.092
H -2.959 -2.946 -0.016 -0.035 -0.048 0.086
H -0.078 -2.654 -0.485 0.158 -0.045 -0.047
H -3.956 1.251 0.314 0.049 -0.112 0.130
N 3.656 2.433 0.294 0.151 -0.297 0.153
C 2.239 0.358 1.265 -0.140 0.228 -0.121
H 7.523 0.397 1.583 -0.074 -0.011 -0.031
Te 1.632 0.204 -2.793 -0.408 -0.146 -0.299
H -0.907 1.991 -2.211 0.029 0.064 -0.025
H -3.401 -0.836 -0.997 -0.067 -0.057 -0.078
H -3.172 -2.727 -2.491 -0.151 -0.011 -0.127
H 3.814 -1.656 2.227 0.084 0.155 -0.006
H -0.822 -2.785 0.949 0.009 0.016 0.128
H 6.287 -1.582 2.406 -0.035 0.046 -0.044
N -0.929 -2.412 0.014 -0.307 0.012 -0.198
C -2.866 -0.010 -2.788 0.070 -0.183 0.304
H -2.970 2.065 -3.224 -0.010 0.259 -0.100
C 3.683 0.285 1.324 -0.205 -0.050 0.040
C -0.603 -0.553 2.686 -0.105 0.149 0.208
H -3.814 -0.264 -3.258 -0.124 -0.062 -0.048
N -2.592 -0.863 -1.615 0.123 -0.227 -0.210
H -1.802 2.588 -0.999 -0.071 0.264 0.070
F 3.216 0.324 -1.910 0.729 -0.084 0.664
H -2.592 -0.964 4.460 -0.033 0.103 -0.088
H -1.937 -4.092 -0.874 0.069 -0.180 0.017
C -3.696 0.751 1.242 0.556 -0.173 0.038
C -2.089 -3.038 -0.666 0.273 0.296 0.104
F 2.110 -1.276 -3.721 0.216 -0.679 -0.258
N 1.531 -0.511 1.923 -0.653 -0.472 -0.002
H -3.768 1.619 -1.726 -0.018 0.100 0.078
C -2.335 -2.289 -1.955 -0.017 0.393 0.220
F 0.085 0.383 -3.792 -0.645 -0.186 -0.381
N 1.603 1.372 0.590 0.208 0.533 -0.304
H -0.220 -0.862 3.655 -0.045 -0.032 -0.002
C 2.342 2.363 0.151 -0.088 -0.282 0.302
H -5.640 0.963 2.115 0.065 -0.038 -0.005
C -4.632 0.590 2.245 0.009 0.003 0.029
N -1.660 1.763 -1.566 0.068 -0.250 -0.049
H 4.149 3.238 -0.050 0.108 0.199 -0.075
O 0.778 -0.750 -1.482 -0.339 0.604 -0.010
```
Forces are in eV/Å.

Entry from the OMol25 dataset: a cluster of 6 separate species, C18H24F5N3O15PS in total (wB97M-V/def2-TZVPD).

Values from the calculation:
**Total energy**: -87943.92447 eV
**Energy relative to the best compared isomer or geometry (same formula, charge and spin)**: 0.0 kcal/mol
**E_HOMO**: -12.8 eV
**Total charge**: +1

```
67
Properties=species:S:1:pos:R:3:forces:R:3
H -3.227 -1.692 0.831 0.000 0.055 0.122
C -2.124 -4.624 3.301 -0.155 -0.397 -0.148
N -2.283 -2.015 1.022 0.086 -0.082 -0.296
H -4.662 3.476 -1.495 -0.086 0.071 -0.040
H -3.123 3.932 -2.270 0.048 -0.008 0.069
C -3.666 -1.093 -2.136 0.108 0.094 0.193
O -4.252 -1.125 -0.905 -0.256 -0.073 0.224
H -2.141 -5.694 3.103 0.129 -0.037 -0.025
O -4.647 5.316 -2.438 0.024 0.088 0.021
N -2.930 -3.900 2.275 0.628 -0.150 0.269
O -4.427 7.561 -2.527 0.034 0.001 -0.019
H 0.073 3.266 -0.910 0.014 0.034 -0.061
H 0.698 0.377 -1.754 0.028 0.039 -0.043
H 7.097 -0.220 1.647 -0.070 0.013 -0.010
C 3.764 -2.017 -1.152 0.056 -0.102 -0.003
N -0.687 -3.572 1.699 -0.199 0.150 1.106
F 5.389 -1.865 0.594 0.089 0.034 -0.091
H -0.699 -3.057 3.714 0.240 -0.086 0.218
O -3.351 6.351 -0.946 -0.140 0.090 0.082
H 7.268 0.362 -0.031 0.106 0.058 -0.033
O 3.200 -0.931 -1.893 -0.084 -0.069 -0.015
C 8.886 1.863 2.194 -0.071 -0.089 0.024
H -1.252 -4.819 -0.318 -0.099 0.142 0.020
C -1.475 1.106 -0.116 0.118 0.046 0.146
C 4.258 -1.318 0.100 -0.113 0.116 -0.046
S 1.546 -5.052 0.040 -0.027 0.185 0.146
H -4.907 0.784 -0.465 -0.022 0.014 -0.003
F -2.338 4.572 0.014 0.106 0.051 -0.058
O -2.676 -1.692 -2.395 0.057 0.069 0.002
O 8.800 0.881 1.263 0.025 0.039 0.023
C -4.170 6.523 -2.033 0.073 -0.086 -0.027
H 0.104 -4.627 3.416 0.014 -0.029 -0.013
C -3.980 4.297 -1.701 -0.039 -0.152 0.016
F -5.956 1.277 -2.660 0.073 0.061 0.018
C -5.619 0.012 -2.348 0.089 -0.005 0.087
H 3.005 -2.769 -0.965 -0.067 0.039 -0.018
C -0.147 2.339 -1.440 0.027 -0.043 -0.009
C -0.732 -3.987 3.151 -0.155 0.120 -0.354
O -2.410 0.789 0.561 -0.187 -0.151 -0.255
H 6.651 2.652 0.678 -0.129 -0.020 -0.001
H 1.603 1.353 -0.562 -0.065 0.069 0.136
F -0.040 2.543 -2.760 -0.073 -0.095 -0.039
P -0.248 -4.904 0.659 0.345 -0.091 -0.372
C -5.304 -0.149 -0.870 0.026 0.125 -0.097
H -4.238 5.055 0.361 0.064 -0.073 0.059
H 3.522 -1.251 0.904 0.075 -0.095 0.077
O -0.236 0.624 0.087 0.065 -0.099 -0.067
C 7.422 0.607 1.014 -0.028 -0.028 0.003
H 4.597 -2.444 -1.712 0.044 -0.018 0.067
H -6.131 -0.505 -0.264 0.008 -0.123 -0.058
O 7.639 2.368 2.447 0.089 0.165 -0.114
C 6.756 1.896 1.458 0.087 -0.041 0.023
F 5.535 1.681 2.017 0.012 -0.059 0.070
O 4.524 -0.001 -0.366 -0.136 -0.110 0.003
C -2.010 -3.135 1.588 -0.126 0.050 -0.395
O 3.519 1.289 -1.926 0.127 0.012 0.024
O 9.882 2.236 2.706 -0.010 -0.021 0.031
C 0.625 1.121 -0.961 -0.082 0.020 -0.048
H -6.377 -0.667 -2.740 -0.049 0.076 -0.034
H -2.526 -4.476 4.298 -0.107 0.195 -0.015
C -3.522 5.044 -0.463 -0.043 0.015 -0.115
H -1.535 -1.373 0.777 0.004 -0.177 -0.375
O -4.368 -0.297 -2.957 -0.096 -0.194 -0.131
O -1.501 1.963 -1.138 -0.062 0.156 0.137
C 3.740 0.222 -1.456 0.119 0.102 -0.055
H -3.520 -4.488 1.698 -0.346 0.286 0.093
H -0.668 -5.978 1.453 -0.115 -0.080 -0.026
```
Forces are in eV/Å.

Entry from the OMol25 dataset: the molecule C18H24FN5O2S (wB97M-V/def2-TZVPD).

Values from the calculation:
**Total energy**: -44156.09810 eV
**Energy relative to the best compared isomer or geometry (same formula, charge and spin)**: 3.2 kcal/mol
**E_HOMO**: -8.0 eV
**SMILES**: CCCCN(C(=S)Nc1ccc(F)cc1)c1c(N)n(CCC)c(=O)[nH]c1=O

```
51
Properties=species:S:1:pos:R:3:forces:R:3
H -3.833 -4.910 0.881 -0.076 -0.056 0.112
H 2.820 -0.016 -3.450 0.069 -0.101 0.032
H -1.794 0.954 0.777 0.007 0.007 -0.041
H 1.007 2.650 5.865 0.035 -0.015 0.149
C 0.482 3.096 5.025 0.073 -0.051 -0.224
C -3.065 -4.144 0.802 -0.056 0.005 -0.240
H -2.136 -1.458 0.693 -0.004 0.071 -0.017
H -2.171 -4.506 1.304 0.086 -0.040 0.109
N -1.278 0.838 1.636 0.154 0.022 0.162
N -0.813 -0.563 -0.637 0.555 -0.015 0.360
C 0.317 2.240 -3.764 0.076 -0.042 0.090
H -2.803 -1.082 -0.915 0.064 -0.047 0.191
H 3.140 -1.610 1.313 -0.150 0.126 0.031
C 2.078 2.685 -5.310 -0.003 -0.091 0.109
C -1.605 -2.878 -0.858 -0.268 0.097 0.004
C 1.459 -1.176 0.220 -0.263 0.281 0.320
H -0.589 0.755 4.069 0.049 -0.040 -0.012
H -1.356 -2.826 -1.920 0.076 0.049 -0.006
H -0.643 2.492 -3.347 0.018 0.007 0.003
N 0.765 0.178 2.584 -0.169 0.015 0.094
C 2.271 0.834 -3.830 -0.324 0.002 0.127
H -0.588 3.039 5.219 -0.113 0.027 0.077
C -0.095 0.183 1.519 0.028 -0.278 -0.527
C -1.930 -1.462 -0.379 -0.221 -0.507 -0.171
O 1.895 -1.700 -0.795 0.074 -0.217 -0.139
C -0.700 0.061 -1.852 0.060 0.389 -0.250
C 0.839 2.374 3.732 -0.115 -0.127 0.189
N 0.572 0.338 -2.238 -0.072 -0.583 0.717
H -3.421 -3.258 1.322 -0.039 0.066 0.135
C -2.770 -3.846 -0.664 0.218 0.027 0.125
O 2.729 -0.536 3.491 0.258 0.027 0.262
H 3.767 1.376 -5.271 0.091 -0.007 -0.052
C 1.020 1.135 -3.288 0.114 0.462 -0.532
H 1.913 2.449 3.555 -0.003 -0.024 -0.101
H -0.723 -3.247 -0.329 0.084 -0.022 -0.018
C 2.804 1.604 -4.843 -0.052 0.292 -0.197
H -1.383 1.563 2.323 0.012 -0.020 -0.016
H 1.069 0.420 4.596 -0.214 0.043 -0.101
S -2.053 0.452 -2.719 -0.489 0.053 -0.421
C 1.976 -0.507 2.549 -0.092 -0.077 -0.194
H -3.662 -3.434 -1.140 -0.042 -0.046 -0.098
H 0.763 4.144 4.961 -0.008 0.097 0.072
C 0.196 -0.519 0.364 -0.061 0.083 -0.072
F 2.595 3.445 -6.302 -0.030 -0.047 0.034
H -2.526 -4.781 -1.171 -0.076 0.008 -0.067
N 2.245 -1.135 1.366 0.383 -0.267 -0.123
H 0.307 3.866 -5.161 -0.035 0.097 -0.052
C 0.465 0.892 3.817 0.175 0.345 0.245
C 0.844 3.013 -4.781 0.291 -0.016 -0.158
H 0.332 2.852 2.890 0.055 -0.014 -0.065
H 1.265 -0.333 -1.907 -0.129 0.053 0.143
```
Forces are in eV/Å.